# 1
C3H6O3 | wB97M-V/def2-TZVPD

Element x y z (Å)
O 1.861 1.313 0.056
C 1.090 0.610 0.667
C 0.380 -0.546 -0.015
O 0.624 -0.486 -1.395
C -1.120 -0.427 0.221
O -1.561 0.871 -0.103
H 0.875 0.778 1.739
H 0.757 -1.487 0.425
H 1.378 0.121 -1.505
H -1.629 -1.195 -0.379
H -1.361 -0.599 1.275
H -1.282 1.029 -1.017

Computed properties:
**DFT total energy**: -9350.0325 eV
**SMILES string**: O=C[C@H](O)CO
**Gap between HOMO and LUMO**: 11.3 eV

=====

# 2
C33H25AsN6O4P2S5Se2Ta | wB97M-V/def2-TZVPD

Element x y z (Å)
Ta 3.620 0.652 1.678
Se -1.167 -1.801 -3.235
P -1.793 -0.499 -1.705
C -2.627 1.012 -2.273
C -1.855 2.011 -2.852
C -2.450 3.198 -3.236
C -3.816 3.369 -3.076
C -4.593 2.356 -2.537
C -3.999 1.173 -2.133
C -2.989 -1.284 -0.575
C -3.259 -0.694 0.654
C -4.134 -1.306 1.531
C -4.749 -2.497 1.178
C -4.482 -3.083 -0.048
C -3.596 -2.480 -0.922
C -0.581 0.161 -0.570
C 0.472 -0.342 0.206
N 0.851 0.659 1.020
N 0.095 1.699 0.761
N -0.765 1.432 -0.174
P 1.250 -1.917 0.466
Se 3.031 -1.944 1.705
C 1.628 -2.744 -1.092
C 1.646 -4.134 -1.164
C 2.053 -4.748 -2.334
C 2.464 -3.983 -3.415
C 2.464 -2.600 -3.332
C 2.044 -1.974 -2.172
C -0.066 -2.791 1.362
C -0.214 -2.512 2.715
C -1.256 -3.078 3.423
C -2.142 -3.926 2.778
C -1.995 -4.197 1.429
C -0.973 -3.609 0.705
H -0.791 1.870 -2.979
H -1.844 3.996 -3.636
H -4.281 4.302 -3.363
H -5.660 2.491 -2.413
H -4.596 0.385 -1.692
H -2.801 0.253 0.903
H -4.335 -0.858 2.494
H -5.437 -2.971 1.863
H -4.954 -4.015 -0.322
H -3.367 -2.927 -1.880
H 1.339 -4.723 -0.311
H 2.060 -5.828 -2.397
H 2.798 -4.468 -4.320
H 2.789 -2.005 -4.171
H 2.038 -0.895 -2.117
H 0.490 -1.849 3.200
H -1.374 -2.858 4.473
H -2.955 -4.377 3.329
H -2.686 -4.866 0.939
H -0.870 -3.778 -0.358
S 4.878 1.517 3.545
As 6.402 2.646 2.303
S 5.733 -0.200 0.758
S 5.470 1.744 0.308
S 5.897 4.671 2.348
C 2.599 4.160 3.168
C 2.365 3.827 1.753
N 2.781 2.726 1.146
C 2.369 2.788 -0.154
C 1.694 3.974 -0.348
N 1.719 4.602 0.869
C 0.936 4.580 -1.471
O 0.856 3.888 -2.584
O 0.416 5.662 -1.324
C 2.506 1.583 -1.017
O 2.024 1.585 -2.152
O 3.072 0.587 -0.470
H 2.618 3.248 3.760
H 1.824 4.824 3.537
H 3.574 4.651 3.268
H 1.266 5.489 1.033
H 1.285 2.977 -2.517
S 0.259 0.797 5.013
C 1.441 0.669 3.992
N 2.337 0.551 3.227

Computed properties:
**DFT total energy**: -317605.0459 eV
**Total charge**: -1
**Gap between HOMO and LUMO**: 6.2 eV

=====

# 3
C19H44ClNP2RuS | wB97M-V/def2-TZVPD

Element x y z (Å)
Ru 0.001 0.009 -0.005
Cl 0.297 2.156 -1.151
P -0.665 1.315 1.864
C -1.807 2.751 1.410
C -1.532 0.513 3.309
C 0.858 2.206 2.498
C -2.785 2.442 0.284
H -1.102 3.489 1.027
C -2.563 3.362 2.587
H -3.442 2.775 2.844
H -2.914 4.354 2.304
H -1.966 3.476 3.486
H -2.306 2.510 -0.685
H -3.597 3.171 0.308
H -3.228 1.454 0.381
H 1.111 2.784 1.607
C 2.034 1.282 2.792
C 0.641 3.174 3.652
H 0.142 4.087 3.342
H 1.607 3.461 4.068
H 0.066 2.724 4.461
H 1.915 0.304 2.333
H 2.183 1.141 3.859
H 2.946 1.725 2.394
C -2.779 -0.223 2.830
H -1.852 1.345 3.936
C -0.642 -0.385 4.157
H -3.566 0.454 2.512
H -3.178 -0.827 3.646
H -2.549 -0.884 2.002
H -0.031 -1.045 3.552
H -1.270 -1.008 4.796
H 0.009 0.190 4.809
H -1.468 0.285 -0.652
H 1.560 0.376 0.288
P 0.714 -0.964 -2.051
C 2.244 -0.133 -2.787
C 1.125 -2.782 -2.133
C -0.597 -0.588 -3.338
C 3.249 0.360 -1.754
H 1.816 0.751 -3.261
C 2.969 -0.955 -3.849
H 3.613 -1.709 -3.400
H 3.612 -0.293 -4.429
H 2.309 -1.457 -4.548
H 2.904 1.262 -1.263
H 4.190 0.591 -2.256
H 3.458 -0.387 -0.992
H -0.554 0.503 -3.325
C -2.006 -0.994 -2.919
C -0.311 -1.061 -4.755
H 0.471 -0.484 -5.239
H -1.211 -0.951 -5.361
H -0.032 -2.114 -4.788
H -2.058 -1.288 -1.874
H -2.388 -1.814 -3.521
H -2.679 -0.149 -3.059
C 2.211 -3.120 -1.117
H 1.540 -2.929 -3.131
C -0.078 -3.706 -1.997
H 3.208 -2.883 -1.478
H 2.187 -4.189 -0.904
H 2.055 -2.586 -0.186
H -0.657 -3.497 -1.104
H 0.271 -4.738 -1.932
H -0.735 -3.644 -2.859
S -0.465 -4.333 2.297
C -0.312 -2.908 1.542
N -0.188 -1.750 0.928

Computed properties:
**DFT total energy**: -66420.5437 eV
**2S+1**: 6
**Total charge**: -1
**Gap between HOMO and LUMO (alpha / beta)**: 3.4 / 6.6 eV